Density functional theory data (wB97M-V/def2-TZVPD) for a 2-piece molecular cluster, C4H10N overall at a distorted geometry.

The spin multiplicity is 2. The total charge is +2. The value obtained for the total energy is -5778.6436 eV. For the energy relative to the best compared isomer or geometry (same formula, charge and spin), the calculation gives 11.0 kcal/mol. The gap between HOMO and LUMO (alpha / beta) comes out at 10.828 / 9.730 eV. As for the expectation value of S²: 0.754.

Geometry as XYZ:
```
15
Properties=species:S:1:pos:R:3:forces:R:3:lowdin_spin:R:1
C 2.085862 -1.327534 1.490267 0.6280 -1.2234 0.2522 0.001
N 1.426937 -1.786821 0.500941 0.2905 0.8415 -0.4053 0.001
H 1.927148 -1.742803 2.480301 -0.5423 0.5365 0.2147 0.000
H 2.950387 -0.701137 1.313343 0.0683 0.0798 -0.0842 0.000
H 1.775056 -1.585253 -0.435147 -0.3038 0.0457 -0.0682 0.000
H 0.558161 -2.302770 0.572896 0.2304 -0.5880 0.2810 0.000
C -0.721250 2.180243 -0.197927 -0.5231 -0.8976 -0.6412 0.069
C -1.080233 1.046971 -1.072668 -0.7929 0.6331 -0.6769 0.347
C -1.925554 -0.008518 -0.799837 -0.3929 -0.9712 0.0951 0.469
H 0.339842 2.118746 0.051782 0.1582 0.5397 -0.2135 0.013
H -1.036788 3.109265 -0.679098 0.6470 0.1784 -0.3368 0.019
H -1.299158 2.092787 0.681973 -0.3920 -0.0830 1.2857 0.002
H -0.876792 1.052246 -2.153932 0.6653 0.2277 0.1905 0.021
H -1.785242 -0.965255 -1.308265 0.0723 0.1782 -0.1911 0.030
H -2.812885 -0.027919 -0.166271 0.1870 0.5025 0.2981 0.027
```
Positions in Å, forces in eV/Å.

***

Density functional theory data (wB97M-V/def2-TZVPD) for one molecule with the formula C3H6O2S at a distorted geometry.

As for the SMILES: COCOC=S. The total charge is 0. The value obtained for the total energy is -18136.8011 eV. For the energy relative to the best compared isomer or geometry (same formula, charge and spin), the calculation gives 49.5 kcal/mol. The gap between HOMO and LUMO comes out at 9.385 eV.

Geometry as XYZ:
```
12
Properties=species:S:1:pos:R:3:forces:R:3:lowdin_charge:R:1
C -2.134275 -1.034957 -2.088292 -0.4168 0.5402 -1.2981 -0.108
O -1.399171 -0.400714 -1.101592 -0.3191 0.1201 1.2101 -0.121
C -0.032443 -0.544988 -1.147391 0.2445 -1.1725 -0.1114 -0.278
O 0.475850 0.398702 -0.280250 1.0025 1.5523 0.0524 -0.089
C 0.839795 0.029207 0.943511 -1.5157 -1.4025 0.0544 -0.780
S 1.319217 0.985372 2.108025 0.6439 0.8208 0.5369 0.727
H -1.697994 -0.856698 -3.087192 -0.1183 0.1931 0.1159 0.093
H -2.151661 -2.101745 -1.984663 -0.2315 -0.7704 0.3638 0.080
H -3.151422 -0.601646 -2.069350 0.5296 -0.4115 0.0271 0.106
H 0.392580 -1.517069 -0.778887 -0.7920 0.1357 -0.6309 0.146
H 0.277245 -0.344347 -2.175903 0.5170 0.0826 0.0693 0.141
H 0.571877 -1.023933 1.175355 0.4558 0.3121 -0.3894 0.083
```
Positions in Å, forces in eV/Å.

***

Density functional theory data (wB97M-V/def2-TZVPD) for one molecule with the formula C6H9NO at a distorted geometry.

As for the SMILES: C[C@H]1[C@H]2O[C@@H]1[C@@H]1N[C@@H]12. The total charge is 0. The value obtained for the total energy is -9897.5613 eV. For the energy relative to the best compared isomer or geometry (same formula, charge and spin), the calculation gives 185.5 kcal/mol. The gap between HOMO and LUMO comes out at 9.878 eV.

Geometry as XYZ:
```
17
Properties=species:S:1:pos:R:3:forces:R:3:lowdin_charge:R:1
C -1.406009 -1.811958 -0.232415 -0.6136 -0.9254 1.6789 -0.110
C -0.719423 -0.467513 -0.408622 -0.4201 1.8682 -1.4808 -0.318
C -0.121895 -0.037344 1.024823 0.1183 -2.1791 -3.1561 -0.188
O 1.059957 -0.768257 0.540114 0.4913 -0.1913 -0.3559 -0.131
C 0.790443 -0.181405 -0.824713 -2.2683 -3.2382 1.0745 -0.136
C 0.882836 1.314037 -0.414044 5.5294 -1.2623 -8.8541 -0.404
N 1.766062 1.396864 0.708697 2.0657 5.8063 0.4875 0.075
C 0.211514 1.421413 0.761045 -2.4709 1.9600 4.0063 -0.209
H -2.404348 -1.246158 0.236712 1.6966 -2.7773 -1.4299 0.129
H -1.475370 -2.528302 -1.186253 -0.4182 1.8848 2.1215 0.103
H -0.903459 -2.485719 0.676434 -1.2710 1.8396 -2.5105 0.122
H -1.432176 0.236050 -1.043062 0.9969 -1.0379 1.5572 0.158
H -0.535060 -0.585921 1.880575 0.1191 1.1539 0.1715 0.151
H 1.184474 -0.778159 -1.783879 -0.2600 1.8018 2.3975 0.184
H 1.459424 1.904836 -1.312921 -3.0777 -0.5581 1.9798 0.195
H 2.313711 2.496074 0.371084 -2.4359 -3.6882 2.3575 0.204
H -0.670682 2.121463 1.006428 2.2185 -0.4567 -0.0451 0.176
```
Positions in Å, forces in eV/Å.